Computed, not measured: the molecule C11H15O2P in a non-equilibrium geometry, with wB97M-V/def2-TZVPD.

Geometry (Å):
1 P 0.0351 -2.3451 -0.3704
2 O -4.0679 -1.8403 0.1239
3 O 0.1344 0.2872 -0.2984
4 C 3.0305 -0.0373 -1.3447
5 C -1.9480 -0.7488 -0.2330
6 C -1.7615 1.6375 -0.0998
7 C 2.3382 -0.6739 -0.0219
8 C -4.0166 0.4808 -0.0923
9 C 0.8403 -0.8606 -0.2295
10 C 2.4783 0.3732 1.1111
11 C -3.1354 1.5878 0.6150
12 C -1.1620 0.3081 -0.2138
13 C 3.0089 -2.0585 0.2859
14 C -3.3872 -0.8690 -0.1112
15 H 1.9176 1.1845 0.6864
16 H -4.1942 0.7928 -1.1048
17 H 2.1050 0.2084 2.0593
18 H -3.7039 2.4837 0.5229
19 H -1.0114 2.2484 0.4230
20 H 2.3247 0.4976 -1.8865
21 H 2.1776 -2.6609 0.7116
22 H 3.4473 -2.4496 -0.6086
23 H -3.0629 1.3787 1.6790
24 H -1.9343 2.1374 -1.0751
25 H 3.7355 -2.0059 1.0851
26 H 3.4957 -0.9313 -1.9910
27 H 3.9181 0.6243 -1.1336
28 H -5.1082 0.4996 0.3717
29 H 3.5065 0.7512 1.1393

Forces on atoms 1 to 6 (eV/Å):
-2.6182 2.2034 0.4230
0.6135 -0.6606 -0.5051
2.4145 1.1883 0.1836
2.3537 -2.9724 0.9183
3.4902 -4.2034 -0.5917
-0.4255 2.1766 0.4977

Values from the calculation:
* frontier orbital gap: 8.73 eV
* energy: -25030.056 eV
* HOMO energy: -8.77 eV

Computed, not measured: a cluster of 2 separate species, C3H11N2 in total in a non-equilibrium geometry, with wB97M-V/def2-TZVPD.

Geometry (Å):
1 N 2.3252 -0.5315 -0.3502
2 N -0.7700 -0.3852 -0.6021
3 C 2.6154 0.4837 0.6150
4 C -3.1325 0.0962 0.2447
5 C -1.8233 0.3651 -0.3887
6 H -3.2213 -0.9889 0.5349
7 H 2.1403 0.0860 1.5325
8 H -3.1612 0.7339 1.0913
9 H -0.6243 -1.3754 -0.4287
10 H -3.9670 0.3448 -0.3480
11 H 2.3175 -1.4356 0.1224
12 H 3.7697 0.4849 0.9987
13 H 2.8389 -0.5950 -1.2514
14 H -1.7159 1.2970 -0.9074
15 H 0.0837 -0.0384 -1.0162
16 H 2.3248 1.4584 0.1531

Forces on atoms 1 to 6 (eV/Å):
-0.7777 -1.6677 -1.5038
-1.5804 0.2808 0.4962
2.9803 0.0183 1.0017
1.7570 -2.9297 0.3817
1.0442 -1.1455 -1.6179
0.0510 1.1801 -0.0135

Values from the calculation:
* charge: +1
* frontier orbital gap: 7.94 eV
* energy: -6261.876 eV
* HOMO energy: -12.83 eV

Computed, not measured: a structure of composition C4H5NO in a non-equilibrium geometry, with wB97M-V/def2-TZVPD.

Geometry (Å):
1 O -0.0922 -1.1450 0.6656
2 N -2.0598 -0.7372 -1.8826
3 C -0.5034 -0.3077 -0.3831
4 C 0.9395 -0.1865 0.9789
5 C 0.2620 0.8957 0.1137
6 C -1.9506 -0.3714 -0.7822
7 H 1.9117 -0.5161 0.5947
8 H 0.9922 -0.0114 2.0530
9 H -0.2751 1.6579 0.6779
10 H -0.0715 -0.6311 -1.3514
11 H 0.8471 1.3528 -0.6844

Forces on atoms 1 to 6 (eV/Å):
-0.0587 -0.0413 0.3953
-2.7228 0.2907 0.2938
1.0060 -0.1669 -0.7858
0.4305 0.1754 0.3661
0.0758 0.2387 0.1093
0.6372 -0.5702 -1.6736

Values from the calculation:
* frontier orbital gap: 10.09 eV
* energy: -7763.033 eV
* HOMO energy: -10.18 eV

Computed, not measured: a cluster of 14 separate species, C4H37N2O15 in total in a non-equilibrium geometry, with wB97M-V/def2-TZVPD.

Geometry (Å):
1 O -2.2138 0.8471 -1.7462
2 O -0.9680 -0.2957 4.1584
3 O 0.6083 1.9926 -1.7713
4 O -0.6857 -3.0863 3.6738
5 O -2.3989 -0.2665 1.7104
6 O -0.3643 -2.7514 -2.0446
7 O 2.7101 3.5058 -2.6657
8 O 1.6187 1.3081 -4.7623
9 O 0.6725 -4.0813 0.0546
10 O 2.4924 3.7314 -0.0108
11 O -4.6154 -1.1138 -1.0413
12 O -1.9053 2.1245 3.4507
13 O 0.3215 -0.4565 -3.6218
14 O 2.0884 1.9052 2.2549
15 O 2.5587 -0.3007 -1.9241
16 N -0.4463 -0.7450 -0.5278
17 N -1.9431 -2.5330 1.6861
18 C 1.7213 0.7268 1.6397
19 C -1.6188 -1.2150 1.5245
20 C -0.2340 -0.7435 1.0713
21 C 0.2103 0.6425 1.5208
22 H 1.8757 3.3503 0.6438
23 H -1.2833 -3.1431 1.3687
24 H -1.6212 -0.1794 3.5313
25 H 2.1018 1.9073 -4.2229
26 H 1.5555 2.2207 3.0088
27 H -0.2345 0.1438 -4.0242
28 H -1.3652 -0.2490 -0.7368
29 H -5.1972 -1.4478 -0.3781
30 H -3.7695 -1.5174 -1.0194
31 H 3.4817 3.4038 -2.1145
32 H -2.6634 -2.9792 2.2581
33 H 1.0783 -0.4563 -4.0588
34 H -0.3175 1.5198 1.0086
35 H 1.0158 1.2957 -2.3686
36 H 0.6876 -1.3266 1.2785
37 H -1.8510 1.7686 -1.7539
38 H -0.3022 -3.6435 -1.9511
39 H 2.9471 0.3480 -1.2803
40 H 3.1274 4.3831 0.2800
41 H -0.2618 -1.7069 -0.8092
42 H 0.2344 -4.2357 0.8795
43 H 2.0836 -0.2506 2.3196
44 H -0.6786 -2.1870 4.0719
45 H 1.2771 2.7914 -1.8464
46 H 2.0198 3.9775 -2.0670
47 H -2.2837 2.9199 3.2918
48 H 1.1786 -4.8006 -0.2424
49 H 0.3263 -0.1096 -0.9358
50 H -2.9803 1.0273 -2.3494
51 H 2.8200 -1.0724 -1.5360
52 H 0.0112 -3.5677 3.9343
53 H -0.1379 0.9040 2.5604
54 H 2.3216 0.7077 0.7441
55 H -2.1144 1.5556 2.6888
56 H -0.1408 -2.4226 -2.8892
57 H -1.2813 0.2034 4.8562
58 H 0.7316 1.6724 -4.7696

Forces on atoms 1 to 6 (eV/Å):
-0.9477 2.2731 -1.4200
2.9631 -2.4092 0.2605
1.7997 0.8973 -0.7849
-3.5048 2.6397 -0.9987
0.1629 -1.1257 0.2397
-0.9024 2.9001 1.0326

Values from the calculation:
* charge: +1
* frontier orbital gap: 10.80 eV
* energy: -38433.402 eV
* HOMO energy: -13.24 eV

Computed, not measured: a structure of composition H12O6Ti, with wB97M-V/def2-TZVPD.

Geometry (Å):
1 Ti -0.0001 -0.1510 0.0221
2 O 2.2151 0.3082 -0.5506
3 O 0.4588 2.0947 1.2130
4 O -0.5395 -1.6427 -1.7264
5 O -0.7598 1.4734 -1.4357
6 O -1.8233 0.1615 1.4551
7 O 0.4767 -1.9457 1.4117
8 H -0.7601 1.3045 -2.3898
9 H -2.3154 0.5243 2.2018
10 H -0.2466 -2.5625 1.6041
11 H 1.2993 -2.4047 1.6420
12 H 0.0986 2.7621 0.6121
13 H 2.7711 0.3545 0.2393
14 H 2.8156 0.0636 -1.2768
15 H -2.1792 -0.7232 1.2011
16 H -1.1211 -1.4561 -2.4775
17 H -0.1830 -2.5332 -1.8727
18 H -1.5676 1.9768 -1.2609
19 H 1.3604 2.3952 1.3882

Forces on atoms 1 to 6 (eV/Å):
-0.6503 0.3128 0.4125
0.3972 -0.2046 -0.2372
0.0594 -0.1823 -0.2023
0.3757 -0.0523 -0.1447
-0.0685 0.1031 -0.2316
0.0255 -0.6177 -0.5217

Values from the calculation:
* charge: +1
* frontier orbital gap (alpha / beta): 4.46 / 12.02 eV
* 2S+1: 4
* expectation value of S²: 3.752
* energy: -35588.315 eV
* HOMO energy (alpha / beta): -7.29 / -15.37 eV

Computed, not measured: the molecule C3H5NO3, with wB97M-V/def2-TZVPD.

Geometry (Å):
1 O 0.4870 2.0031 -0.5274
2 O -0.8906 0.3079 -1.0913
3 O 0.6013 -2.1642 0.9660
4 N 0.0726 -0.0331 1.5791
5 C 0.1336 -0.6593 -0.8070
6 C -0.5627 1.5903 -0.9600
7 C 0.2965 -1.0244 0.6714
8 H -1.3975 2.2248 -1.2869
9 H 0.2855 -0.2679 2.5385
10 H -0.1681 -1.5689 -1.3255
11 H 1.0882 -0.3023 -1.2078
12 H 0.2009 0.9308 1.3018

Forces on atoms 1 to 6 (eV/Å):
-0.4803 -0.1415 -0.2229
-0.0016 0.0852 -0.0081
-0.1418 0.3579 -0.0543
0.1394 -0.0793 0.0350
0.0830 -0.1488 -0.0150
0.3115 0.1935 0.1718

Values from the calculation:
* frontier orbital gap: 10.91 eV
* SMILES: NC(=O)COC=O
* energy: -10825.033 eV
* HOMO energy: -10.14 eV

What did the fifth record say?
Computed, not measured: a structure of composition H12O6Ti, with wB97M-V/def2-TZVPD.

Geometry (Å):
1 Ti -0.0001 -0.1510 0.0221
2 O 2.2151 0.3082 -0.5506
3 O 0.4588 2.0947 1.2130
4 O -0.5395 -1.6427 -1.7264
5 O -0.7598 1.4734 -1.4357
6 O -1.8233 0.1615 1.4551
7 O 0.4767 -1.9457 1.4117
8 H -0.7601 1.3045 -2.3898
9 H -2.3154 0.5243 2.2018
10 H -0.2466 -2.5625 1.6041
11 H 1.2993 -2.4047 1.6420
12 H 0.0986 2.7621 0.6121
13 H 2.7711 0.3545 0.2393
14 H 2.8156 0.0636 -1.2768
15 H -2.1792 -0.7232 1.2011
16 H -1.1211 -1.4561 -2.4775
17 H -0.1830 -2.5332 -1.8727
18 H -1.5676 1.9768 -1.2609
19 H 1.3604 2.3952 1.3882

Forces on atoms 1 to 6 (eV/Å):
-0.6503 0.3128 0.4125
0.3972 -0.2046 -0.2372
0.0594 -0.1823 -0.2023
0.3757 -0.0523 -0.1447
-0.0685 0.1031 -0.2316
0.0255 -0.6177 -0.5217

Values from the calculation:
* charge: +1
* frontier orbital gap (alpha / beta): 4.46 / 12.02 eV
* 2S+1: 4
* expectation value of S²: 3.752
* energy: -35588.315 eV
* HOMO energy (alpha / beta): -7.29 / -15.37 eV

- Which of these has the highest energy?
  C3H11N2